C7H12N2 | ωB97M-V/def2-TZVPD

Geometry (Å):
C  0.8591  0.0923  -0.6482
C  0.5866  0.4255  -2.1051
C  2.1879  -0.5912  -0.4436
C  -0.3097  -1.5149  0.9755
C  -2.2601  0.7620  1.5099
C  -0.2000  -0.1993  0.2446
C  -1.0613  0.8333  0.6226
N  0.3998  2.2947  -0.3522
N  -0.6467  2.0418  0.1262
H  -0.4232  0.7970  -2.2740
H  0.7282  -0.4907  -2.6922
H  1.2774  1.1751  -2.4975
H  2.2313  -1.5582  -0.9652
H  2.4090  -0.7660  0.6092
H  2.9846  0.0272  -0.8626
H  0.2981  -2.2848  0.5039
H  -1.3483  -1.8521  0.9810
H  0.0021  -1.4272  2.0214
H  -3.0843  0.2002  1.0594
H  -2.0105  0.2693  2.4534
H  -2.6200  1.7660  1.7336

Results
Orbital gap (alpha / beta) (Eh): 0.2808 / 0.2808
Molar mass (u): 124.187
ΔE to the lowest compared entry with this formula, charge and spin (kcal per mole): 62.4


C7H12N2 | ωB97M-V/def2-TZVPD

Geometry (Å):
C  -1.1583  -0.7206  -0.2510
C  0.1483  -1.2283  0.2658
C  1.4230  -0.6874  -0.6640
C  1.0597  0.7515  -1.2034
C  1.4099  2.0859  -0.7186
C  0.5597  1.2960  0.1402
C  -0.7368  0.5018  0.5879
H  -2.6713  -2.1907  -0.2086
H  -3.0443  -0.5102  0.1572
H  -1.1373  -0.6762  -1.2806
H  0.1962  -2.2681  0.1900
H  1.7783  -1.2352  -1.4842
H  2.1375  -0.6025  0.1140
H  0.2158  0.6922  -2.0102
H  1.2043  2.9610  -1.3668
H  2.6214  2.1643  -0.3207
H  1.0334  0.7396  0.9164
H  -1.9071  0.9140  0.8333
H  -0.6358  -0.5826  2.1608
N  -2.3936  -1.2941  0.4255
N  0.1045  -0.3342  1.4828

Results
Orbital gap (Eh): 0.3425
Molar mass (u): 124.187
ΔE to the lowest compared entry with this formula, charge and spin (kcal per mole): 178.7


C7H12N2 | ωB97M-V/def2-TZVPD

Geometry (Å):
C  -2.0946  2.1549  0.2200
C  -1.2120  1.2055  -0.2244
C  -0.5116  0.0798  0.5886
C  -1.5157  -0.9617  0.7156
N  -1.4172  -1.7971  -0.2829
C  -0.2681  -1.4158  -1.0045
N  0.3634  -0.4004  -0.4071
C  1.6623  0.0028  -0.6525
C  2.5822  -0.1207  0.5785
H  -2.3448  2.8558  -0.4729
H  -2.4149  2.3413  1.2498
H  -0.9480  1.0855  -1.2603
H  -0.0841  0.3963  1.6095
H  -2.2460  -1.0182  1.4589
H  -2.0460  -2.5815  -0.3422
H  0.1715  -1.9683  -1.9200
H  2.2178  -0.5213  -1.5729
H  1.7363  1.0548  -0.9406
H  3.5573  0.3323  0.4051
H  2.0943  0.4743  1.3993
H  2.7180  -1.1981  0.8550

Results
Charge: +2
Orbital gap (Eh): 0.2980
Molar mass (u): 124.187
ΔE to the lowest compared entry with this formula, charge and spin (kcal per mole): 32.7


C7H12N2O | ωB97M-V/def2-TZVPD

Geometry (Å):
C  -3.5815  -0.2401  0.4479
C  -2.5957  0.4235  0.2169
C  -1.4184  1.2620  -0.0765
N  -0.1262  0.8023  0.4199
C  0.4522  -0.4478  -0.1050
C  -0.0413  -1.6988  0.6397
C  0.2016  -0.5842  -1.6128
C  1.9344  -0.3220  0.0867
N  3.0540  -0.5482  0.3575
H  -4.4100  -0.9069  0.6107
H  -1.5905  2.2550  0.3626
H  -1.3587  1.4211  -1.1613
H  -0.1319  0.7806  1.4358
H  0.4675  -2.5962  0.2650
H  0.1487  -1.6101  1.7175
H  -1.1206  -1.8088  0.4793
H  -0.8641  -0.7725  -1.7977
H  0.5052  0.3220  -2.1526
H  0.7669  -1.4378  -2.0049
O  3.3301  2.1973  0.3920
H  2.5024  2.1956  0.9224
H  3.8761  1.3142  0.5570

Results
Orbital gap (Eh): 0.3881
Molar mass (u): 140.186
ΔE to the lowest compared entry with this formula, charge and spin (kcal per mole): 70.5


C7H12N2O | ωB97M-V/def2-TZVPD

Geometry (Å):
C  -3.9827  -0.0587  0.0231
C  -0.5666  0.0866  0.0674
C  0.8076  1.5276  -0.2133
C  1.4355  0.2745  1.1534
C  0.7784  -0.6112  -0.7153
C  0.4618  -1.8437  -0.0146
C  2.5614  -0.7248  -0.1766
H  -4.1718  0.6473  0.7420
H  -4.5603  -1.0218  -0.0240
H  -3.6973  0.3267  -1.1403
H  0.4124  2.7437  -0.0345
H  0.8087  1.4629  -1.4758
H  1.9136  -0.1912  2.1763
H  0.7193  1.1807  1.4270
H  1.4986  -0.6282  -1.8222
H  -0.1642  -0.0873  -1.5537
H  1.1392  -1.9833  1.3549
H  3.3171  -1.1218  0.7710
H  3.5237  -0.9740  -0.8744
N  -1.8443  0.5511  -0.0705
N  2.2033  0.8708  0.0354
O  -2.5934  -0.4259  0.3648

Results
Orbital gap (Eh): 0.1757
Molar mass (u): 140.186
ΔE to the lowest compared entry with this formula, charge and spin (kcal per mole): 719.5


C7H12N2O3 | ωB97M-V/def2-TZVPD

Geometry (Å):
C  -2.9512  -1.1838  -0.7195
C  -2.3620  0.0724  -0.3226
O  -0.9342  0.0071  -0.1549
C  -0.5613  -0.2630  1.0439
O  -1.2653  -0.9110  1.8237
C  0.9402  0.0367  1.2491
C  1.2601  1.4903  0.9316
C  1.7150  1.5215  -0.5816
C  1.7478  0.0584  -1.0165
N  1.8130  -0.6470  0.2955
N  1.9177  -1.9961  0.5254
O  2.6441  -2.4940  -0.2932
H  -2.9874  -1.8394  0.1909
H  -2.4157  -1.6746  -1.5075
H  -4.0568  -1.1343  -1.0179
H  -2.4760  0.9751  -1.1058
H  -2.7956  0.5059  0.6055
H  1.0605  -0.2658  2.3461
H  2.1221  1.7828  1.5770
H  0.4368  2.1781  1.0762
H  1.0024  2.1190  -1.1665
H  2.6607  2.0836  -0.6203
H  0.8072  -0.2637  -1.5124
H  2.6777  -0.1579  -1.6462

Results
Orbital gap (Eh): 0.3640
Molar mass (u): 172.184
ΔE to the lowest compared entry with this formula, charge and spin (kcal per mole): 82.7


C7H12N2O5S | ωB97M-V/def2-TZVPD

Geometry (Å):
N  -1.5974  -0.3262  -2.2102
C  -1.9099  0.2767  -0.9365
C  -2.3012  -0.9372  0.0136
S  -3.1155  -0.0690  1.5215
C  -0.6799  0.9902  -0.2978
O  -0.7579  1.9689  0.4465
N  0.4810  0.1556  -0.5238
C  1.8162  0.4331  0.0434
C  2.2067  -0.6371  1.1174
C  1.1531  -0.3195  2.2725
O  1.2382  0.6128  3.0179
O  -0.1296  -0.9747  2.0564
C  2.9276  0.5739  -1.0542
O  4.1301  0.3717  -0.8781
O  2.4826  0.8520  -2.2436
H  -0.8978  0.4575  -2.7941
H  -2.5379  -0.5512  -2.7882
H  -2.7791  0.9939  -0.9585
H  -1.6263  -1.9274  0.2396
H  -3.2100  -1.4784  -0.2872
H  -2.5339  1.2694  1.4194
H  0.0774  -0.6957  -0.8805
H  1.4753  1.3042  0.5580
H  2.2048  -1.7917  0.8888
H  3.2338  -0.6797  1.6543
H  -0.8109  -0.6995  2.8035
H  1.4605  0.8273  -2.2001

Results
Orbital gap (Eh): 0.3460
Molar mass (u): 236.249
ΔE to the lowest compared entry with this formula, charge and spin (kcal per mole): 91.1


C7H12N2OP | ωB97M-V/def2-TZVPD

Geometry (Å):
C  1.2691  2.8449  -1.5250
C  1.3926  1.8094  -0.6188
P  2.2557  0.1826  -0.9311
C  0.7810  -1.0267  -0.8698
C  -0.1675  -0.7719  0.3579
C  -0.7779  -2.1726  0.6961
C  -1.2928  0.0764  -0.0448
N  -1.7217  0.9874  0.8446
N  -2.0620  -0.1821  -1.0710
C  -2.3192  -0.5172  -2.1972
O  -2.6265  -0.8237  -3.2343
H  1.0866  3.8259  -1.2005
H  1.3914  2.7747  -2.6010
H  1.0734  1.9804  0.3631
H  2.4891  0.2354  0.4364
H  1.1822  -2.0148  -0.8212
H  0.3450  -1.0510  -1.8447
H  0.3905  -0.3562  1.1303
H  -1.0918  -2.7205  -0.0925
H  -1.6003  -1.8531  1.4025
H  -0.0625  -2.6693  1.2512
H  -1.0440  1.3148  1.4551
H  -2.3885  1.7083  0.5431

Results
Charge: +1
Orbital gap (Eh): 0.2842
Molar mass (u): 171.160
ΔE to the lowest compared entry with this formula, charge and spin (kcal per mole): 68.5


C7H12N2P | ωB97M-V/def2-TZVPD

Geometry (Å):
C  -2.1280  -0.1800  1.8303
P  -0.5745  0.1066  1.2594
C  -0.0869  -0.6691  -0.2001
C  -0.0817  0.1764  -1.4696
C  -1.5202  0.7403  -1.9519
C  0.7986  1.3305  -1.2143
N  0.7080  -1.6599  -0.1264
C  1.4452  -2.0910  0.7552
N  1.7263  -1.2711  1.7548
C  0.9677  -0.2625  2.1424
H  -2.8587  0.1233  1.0540
H  -2.2926  0.3658  2.7618
H  0.1543  -0.5560  -2.2045
H  -1.9112  1.5301  -1.1613
H  -2.1280  -0.1367  -2.0865
H  -1.4391  1.2566  -3.0069
H  0.8518  1.7850  -2.2469
H  1.8445  0.9833  -0.8940
H  0.4261  2.1648  -0.4311
H  2.0948  -2.9755  0.5727
H  2.6247  -1.3562  2.1988
H  1.3789  0.5952  2.6639

Results
Charge: +1
Orbital gap (alpha / beta) (Eh): 0.2562 / 0.2559
Molar mass (u): 155.161
ΔE to the lowest compared entry with this formula, charge and spin (kcal per mole): 97.4


C7H12N2P | ωB97M-V/def2-TZVPD

Geometry (Å):
C  3.2963  1.0001  1.2334
C  1.8061  0.7351  0.9238
C  0.7838  0.3945  1.7276
N  -0.3053  0.1610  0.9019
C  0.0958  0.2207  -0.3880
N  1.3503  0.6043  -0.3587
C  -1.3520  -0.2628  -1.3709
P  -0.9494  -1.8551  -2.2394
C  -2.2507  -0.2879  -0.2373
C  -1.5531  -0.4621  1.0360
H  3.7113  0.5621  2.1081
H  3.9506  0.8084  0.4678
H  3.2302  2.0908  1.3332
H  0.7688  0.5254  2.7519
H  2.0187  0.7341  -1.0342
H  -1.7116  0.5351  -2.0569
H  -0.7303  -1.4161  -3.5223
H  -2.3172  -1.9834  -2.1507
H  -3.0002  -1.0585  -0.3933
H  -2.7096  0.7105  -0.1777
H  -1.9607  -0.1709  2.0031
H  -1.3187  -1.5901  1.2578

Results
Charge: +1
Orbital gap (Eh): 0.3861
Molar mass (u): 155.161
ΔE to the lowest compared entry with this formula, charge and spin (kcal per mole): 26.6


C7H12N3 | ωB97M-V/def2-TZVPD

Geometry (Å):
C  2.9222  1.1905  0.8468
C  2.1672  0.3085  1.3492
C  -0.2953  0.7867  -0.1227
C  0.3157  -0.2706  -0.6881
C  -2.8018  0.6969  0.3778
C  2.0577  -1.9468  -0.5891
C  -1.6673  1.2149  -0.5489
N  2.9755  1.2892  -0.6085
N  2.4781  0.4059  -1.2034
N  1.7453  -0.5159  -0.5585
H  3.3814  2.0251  1.3017
H  1.6965  -0.2740  2.0537
H  0.2006  1.3491  0.5878
H  -0.1417  -0.9165  -1.4323
H  -2.5638  0.5928  1.3993
H  -3.2807  -0.1414  -0.0787
H  -3.6673  1.3879  0.5014
H  2.4055  -2.2979  -1.6607
H  3.0027  -2.1487  0.0731
H  1.1962  -2.6531  -0.2933
H  -1.8342  0.9209  -1.5479
H  -1.7409  2.3347  -0.4875

Results
Charge: +1
Orbital gap (Eh): 0.3238
Molar mass (u): 138.194
ΔE to the lowest compared entry with this formula, charge and spin (kcal per mole): 186.5


C7H12N3OPdS | ωB97M-V/def2-TZVPD

Geometry (Å):
Pd  0.1370  0.2197  -0.2244
O  2.3175  0.2729  -0.2438
N  2.4241  1.0970  0.8287
C  3.6719  1.0774  1.4549
C  4.1318  2.1218  2.1806
C  3.3719  3.3040  2.3262
C  2.1708  3.3865  1.6209
C  1.7041  2.3421  0.8619
S  0.2951  2.5305  -0.1448
H  4.2290  0.1696  1.2836
H  5.1044  2.0561  2.6407
H  3.7234  4.1282  2.9189
H  1.5678  4.2815  1.6534
N  -2.2008  -0.1126  0.0362
C  -2.4542  -1.4968  -0.3625
C  -1.4860  -2.4419  0.3710
N  -0.1096  -2.1367  -0.0148
H  -2.5509  0.0738  0.9743
H  -2.6394  0.5504  -0.5996
H  -2.2706  -1.5722  -1.4408
H  -3.4892  -1.8085  -0.1508
H  -1.7604  -3.4827  0.1382
H  -1.5819  -2.2858  1.4517
H  0.0991  -2.4770  -0.9537
H  0.5713  -2.5387  0.6239

Results
⟨S²⟩: 0.75
Orbital gap (alpha / beta) (Eh): 0.2461 / 0.2682
Molar mass (u): 292.680
Spin multiplicity: 2